[1]
Computed, not measured: C33H40GeN2O6PtSSi as an isolated structure, with ωB97M-V/def2-TZVPD.

Computed properties:
**Molecular weight**: 888.532 g/mol
**Highest occupied orbital energy (alpha / beta)**: -5.6986 / -5.6898 eV
**Frontier orbital gap (alpha / beta)**: 7.94 / 6.98 eV
**Expectation value of S²**: 0.7546
**LUMO energy (alpha / beta)**: 2.2 / 1.3 eV

The geometry in ORCA input format:
```
! RIJCOSX wB97M-V def2-TZVPD def2/J DEFGRID3
* xyz -1 2
Pt -0.317 1.449 0.647
C -6.152 -4.838 1.412
C -5.257 -3.731 0.925
C -4.009 -3.517 1.503
C -3.197 -2.476 1.085
C -3.633 -1.631 0.075
C -4.874 -1.824 -0.512
C -5.674 -2.874 -0.089
S -2.590 -0.326 -0.540
O -3.460 0.622 -1.187
O -1.573 -0.952 -1.348
N -1.896 0.257 0.799
C -2.842 0.695 1.843
C -2.666 2.168 2.252
O -3.532 2.681 2.944
O -1.583 2.721 1.840
H -5.574 -5.641 1.870
H -6.739 -5.259 0.595
H -6.853 -4.465 2.163
H -3.671 -4.173 2.298
H -2.233 -2.307 1.548
H -5.201 -1.145 -1.287
H -6.643 -3.027 -0.550
H -2.668 0.100 2.744
H -3.881 0.550 1.549
C -0.632 5.266 -0.200
Si 0.861 4.514 0.627
C 0.866 4.880 2.460
C 2.427 5.193 -0.146
O 0.911 2.892 0.330
H -0.621 6.356 -0.117
H -1.546 4.886 0.261
H -0.645 5.002 -1.261
H 0.844 5.957 2.646
H 1.764 4.473 2.933
H -0.010 4.425 2.924
H 2.564 6.255 0.075
H 2.397 5.066 -1.231
H 3.298 4.648 0.226
C 5.755 1.317 0.939
C 5.586 0.774 -0.326
C 4.306 0.563 -0.823
C 3.171 0.906 -0.085
C 3.363 1.435 1.191
C 4.639 1.639 1.699
Ge 1.378 0.540 -0.832
C 1.192 1.564 -2.504
C 2.257 2.252 -3.084
C 2.082 3.009 -4.236
C 0.832 3.090 -4.833
C -0.241 2.416 -4.266
C -0.061 1.664 -3.112
C 1.605 -1.355 -1.367
C 0.980 -1.892 -2.492
C 1.172 -3.218 -2.857
C 2.005 -4.036 -2.105
C 2.651 -3.516 -0.992
C 2.453 -2.188 -0.633
H 6.751 1.481 1.333
H 6.450 0.508 -0.925
H 4.191 0.110 -1.803
H 2.501 1.691 1.793
H 4.763 2.051 2.694
H 3.234 2.226 -2.617
H 2.922 3.544 -4.662
H 0.692 3.685 -5.728
H -1.225 2.484 -4.713
H -0.918 1.163 -2.673
H 0.326 -1.268 -3.088
H 0.671 -3.613 -3.732
H 2.155 -5.071 -2.390
H 3.314 -4.141 -0.405
H 2.971 -1.792 0.234
C 0.605 -3.686 3.322
N 0.034 -3.257 2.069
C -0.646 -4.236 1.255
C 0.153 -1.973 1.653
O 0.731 -1.089 2.259
H 1.342 -4.478 3.159
H -0.173 -4.070 3.990
H 1.093 -2.832 3.786
H 0.019 -5.073 1.028
H -0.950 -3.777 0.313
H -1.535 -4.626 1.762
H -0.354 -1.792 0.697
*
```

Löwdin population analysis, charges in e, atoms 1 to 4: 1.199 -0.055 -0.271 -0.038

=====

[2]
Computed, not measured: C33H40LaN10OSTe as an isolated structure, with ωB97M-V/def2-TZVPD.

Computed properties:
**Molecular weight**: 891.325 g/mol
**Highest occupied orbital energy**: -2.6316 eV
**Frontier orbital gap**: 4.89 eV
**LUMO energy**: 2.3 eV

The geometry in ORCA input format:
```
! RIJCOSX wB97M-V def2-TZVPD def2/J DEFGRID3
* xyz -1 1
La -0.915 0.069 0.804
O -4.157 -3.145 0.141
C -3.592 -2.059 -0.075
N -3.343 -1.156 0.882
C -3.934 -1.799 2.110
C -2.980 -2.749 2.851
C -3.460 -3.851 3.595
C -2.699 -4.316 4.696
C -1.481 -3.724 4.971
C -1.000 -2.786 4.033
N -1.697 -2.290 3.001
C -3.118 -1.763 -1.492
C -3.679 -2.528 -2.503
C -3.092 -2.419 -3.768
C -2.072 -1.490 -3.941
C -1.597 -0.781 -2.910
N -2.083 -0.911 -1.671
H -4.789 -2.420 1.864
H -4.275 -1.014 2.832
H -4.471 -4.168 3.506
H -3.007 -5.138 5.315
H -0.811 -4.000 5.813
H -0.027 -2.328 4.304
H -4.439 -3.201 -2.326
H -3.397 -3.043 -4.610
H -1.642 -1.431 -4.920
H -0.750 -0.108 -3.069
S 2.958 -2.143 3.417
C 2.686 -0.609 4.141
C 1.810 0.147 3.407
C 1.211 -0.499 2.261
C 1.729 -1.763 2.143
C 1.281 -2.814 1.255
C 1.699 -4.185 1.369
C 1.260 -5.115 0.468
C 0.394 -4.731 -0.494
C -0.044 -3.386 -0.521
N 0.349 -2.470 0.333
H 3.205 -0.365 5.065
H 1.464 1.125 3.700
H 2.431 -4.356 2.119
H 1.665 -6.128 0.488
H 0.030 -5.393 -1.208
H -0.731 -3.069 -1.339
C 3.484 2.066 -3.364
N 3.933 2.183 -1.995
C 5.345 2.547 -1.822
C 5.524 2.278 -0.314
N 4.626 1.149 -0.127
C 4.245 0.796 1.208
C 3.580 1.192 -1.038
N 2.522 0.491 -0.900
C 1.373 0.621 -1.744
C 0.721 1.960 -1.469
N -0.739 1.846 -1.450
C -1.434 2.956 -1.486
N -0.904 4.267 -1.598
C 0.271 4.736 -0.816
C -2.037 5.187 -1.626
C -3.226 4.336 -1.161
N -2.785 2.981 -1.469
C -3.479 1.896 -0.773
H 4.005 2.798 -3.936
H 2.438 2.259 -3.407
H 3.669 1.059 -3.795
H 5.388 3.622 -2.025
H 6.032 1.958 -2.445
H 5.221 3.187 0.256
H 6.514 1.959 0.022
H 5.200 0.570 1.713
H 3.732 -0.147 1.171
H 3.767 1.582 1.753
H 0.676 -0.220 -1.466
H 1.568 0.505 -2.822
H 1.102 2.670 -2.251
H 1.000 2.308 -0.447
H 0.311 4.208 0.173
H 0.092 5.762 -0.635
H 1.227 4.607 -1.298
H -2.240 5.559 -2.619
H -1.955 6.078 -0.973
H -4.130 4.572 -1.743
H -3.411 4.482 -0.066
H -4.519 1.922 -1.028
H -3.515 2.050 0.319
H -3.056 0.908 -1.062
Te -1.024 2.560 2.517
*
```

Löwdin population analysis, charges in e, atoms 1 to 4: 1.305 -0.036 -0.550 -0.061

=====

The calculation returns the following strongest force on any atom values, one per record and in order: 0.376; 3.013 eV/A.
The calculation returns the following energy relative to the best compared isomer or geometry (same formula, charge and spin) values, one per record and in order: 0.0; 1.4 kcal per mole.
The calculation returns the following calculated total energy values, one per record and in order: -128615.55905; -70808.54448 eV.